No. 1
This record from the Open Molecules 2025 dataset describes one molecule with the formula C25H36O5. The level of theory is ωB97M-V/def2-TZVPD.

Atoms and positions in Å:
C  -6.309  -1.865  -1.044
C  -6.068  -0.708  -0.105
O  -6.940  0.070  0.193
C  -4.661  -0.619  0.450
C  -4.638  -0.018  1.857
C  -3.210  0.484  2.013
C  -2.915  1.123  0.653
C  -1.436  1.241  0.276
C  -0.674  2.154  1.233
C  0.797  2.097  0.977
C  1.398  1.172  0.242
C  2.892  1.112  0.117
C  3.419  -0.104  0.894
O  4.549  -0.604  0.160
C  5.461  -1.309  0.823
O  5.372  -1.640  1.974
C  6.656  -1.589  -0.071
C  7.555  -0.342  -0.078
C  6.778  0.860  -0.565
O  6.486  1.817  0.098
O  6.448  0.749  -1.856
C  2.334  -1.176  1.023
C  1.499  -1.249  -0.250
C  0.665  0.040  -0.451
C  0.571  0.345  -1.953
C  -0.730  -0.119  0.203
C  -1.636  -1.167  -0.468
C  -2.773  -0.538  -1.267
C  -3.718  0.300  -0.394
C  -4.511  1.249  -1.296
H  -5.534  -1.908  -1.805
H  -7.285  -1.773  -1.512
H  -6.275  -2.793  -0.475
H  -4.235  -1.624  0.474
H  -5.343  0.814  1.899
H  -4.920  -0.746  2.616
H  -3.114  1.195  2.832
H  -2.542  -0.356  2.206
H  -3.329  2.136  0.673
H  -1.401  1.707  -0.712
H  -1.029  3.184  1.136
H  -0.854  1.849  2.268
H  1.389  2.862  1.463
H  3.360  2.025  0.482
H  3.178  0.977  -0.928
H  3.773  0.180  1.891
H  6.310  -1.796  -1.084
H  7.208  -2.441  0.323
H  8.399  -0.509  -0.749
H  7.920  -0.136  0.929
H  5.929  1.519  -2.137
H  2.808  -2.136  1.232
H  1.699  -0.924  1.874
H  2.174  -1.392  -1.096
H  0.843  -2.118  -0.203
H  0.028  1.268  -2.136
H  1.567  0.462  -2.375
H  0.077  -0.465  -2.483
H  -0.533  -0.441  1.231
H  -1.056  -1.808  -1.132
H  -2.063  -1.816  0.300
H  -3.340  -1.327  -1.767
H  -2.354  0.097  -2.049
H  -5.006  0.706  -2.099
H  -3.840  1.980  -1.744
H  -5.269  1.781  -0.727

## Properties
DFT total energy, hartree: -1350.495709
Net charge: 0
SMILES string: CC(=O)[C@@H]1CC[C@H]2[C@H]3CC=C4C[C@H](OC(=O)CCC(=O)O)CC[C@@]4(C)[C@@H]3CC[C@@]12C
HOMO energy, eV: -9.08
Kohn-Sham gap, eV: 9.6
Energy relative to the best compared isomer or geometry (same formula, charge and spin), kcal/mol: 6.1

The net atomic charges from natural (NBO), expressed in e, are: -0.721, 0.629, -0.551, -0.353, -0.384, -0.414, -0.211, -0.206, -0.424, -0.180, 0.025, -0.455, 0.098, -0.524, 0.802, -0.593, -0.489, -0.499, 0.802, -0.592, -0.691, -0.418, -0.416, -0.046, -0.613, -0.206, -0.412, -0.405, 0.035, -0.623, 0.223, 0.234, 0.234, 0.210, 0.221, 0.211, 0.216, 0.194, 0.209, 0.201, 0.213, 0.209, 0.201, 0.231, 0.212, 0.211, 0.236, 0.236, 0.238, 0.240, 0.499, 0.229, 0.214, 0.206, 0.215, 0.209, 0.209, 0.208, 0.206, 0.210, 0.204, 0.205, 0.205, 0.204, 0.209, 0.226

---

No. 2
This record from the Open Molecules 2025 dataset describes a 4-piece molecular cluster, C25H36O7 overall at a distorted geometry. The level of theory is ωB97M-V/def2-TZVPD.

Atoms and positions in Å:
C  5.430  -1.884  -0.064
C  4.672  -1.638  1.257
C  4.387  -0.148  1.522
C  3.011  0.354  1.040
O  1.967  -0.661  1.092
C  1.438  -0.839  -0.139
C  0.416  -0.234  -0.744
C  -0.459  0.831  -0.159
C  -1.677  0.144  0.464
C  -1.934  0.143  1.817
C  -3.029  -0.533  2.278
C  -3.884  -1.206  1.442
C  -3.659  -1.189  0.083
C  -4.543  -1.872  -0.938
C  -2.553  -0.506  -0.370
C  0.386  -0.892  -2.115
O  -0.507  -1.133  -2.874
O  1.725  -1.284  -2.347
C  2.027  -1.879  -1.103
O  2.540  -2.943  -0.926
H  5.055  -1.270  -0.888
H  6.507  -1.751  0.070
H  5.302  -2.926  -0.377
H  5.362  -1.965  2.045
H  3.797  -2.281  1.356
H  5.145  0.422  0.972
H  4.519  0.065  2.586
H  3.075  0.729  0.015
H  2.693  1.148  1.721
H  0.064  1.472  0.547
H  -0.860  1.494  -0.927
H  -1.263  0.672  2.486
H  -3.233  -0.572  3.344
H  -4.735  -1.757  1.831
H  -5.030  -1.090  -1.533
H  -3.930  -2.432  -1.649
H  -5.288  -2.514  -0.468
H  -2.371  -0.486  -1.443
C  -3.490  -4.970  -5.224
C  -3.924  -3.553  -5.512
C  -2.847  -2.497  -5.530
O  -5.083  -3.279  -5.719
H  -4.359  -5.624  -5.241
H  -2.781  -5.305  -5.983
H  -3.026  -5.025  -4.238
H  -2.111  -2.727  -6.303
H  -2.358  -2.446  -4.556
H  -3.295  -1.530  -5.748
C  0.723  5.146  -2.334
C  0.813  4.620  -0.923
C  1.668  5.396  0.048
O  0.226  3.619  -0.584
H  0.079  4.495  -2.922
H  0.298  6.151  -2.331
H  1.714  5.166  -2.790
H  1.285  6.412  0.153
H  2.700  5.426  -0.306
H  1.643  4.908  1.020
C  1.419  1.401  5.832
C  0.195  1.686  4.998
C  -1.128  1.760  5.719
O  0.270  1.848  3.802
H  2.296  1.375  5.189
H  1.553  2.185  6.580
H  1.316  0.434  6.327
H  -1.104  2.560  6.461
H  -1.340  0.808  6.209
H  -1.919  1.970  5.002

## Properties
DFT total energy, hartree: -1500.846702
Net charge: 0
SMILES string: CCCCOC1=C(Cc2cccc(C)c2)C(=O)OC1=O.CC(C)=O.CC(C)=O.CC(C)=O
HOMO energy, eV: -8.75
Kohn-Sham gap, eV: 9.0
Energy relative to the best compared isomer or geometry (same formula, charge and spin), kcal/mol: 0.0

The net atomic charges from natural (NBO), expressed in e, are: -0.613, -0.410, -0.425, -0.069, -0.510, 0.246, -0.108, -0.461, -0.003, -0.184, -0.219, -0.221, 0.007, -0.629, -0.242, 0.786, -0.520, -0.533, 0.736, -0.496, 0.194, 0.203, 0.222, 0.201, 0.228, 0.209, 0.205, 0.179, 0.205, 0.260, 0.252, 0.224, 0.202, 0.205, 0.222, 0.218, 0.215, 0.217, -0.721, 0.595, -0.724, -0.545, 0.233, 0.228, 0.230, 0.228, 0.243, 0.233, -0.722, 0.605, -0.723, -0.556, 0.237, 0.232, 0.231, 0.232, 0.230, 0.238, -0.720, 0.603, -0.724, -0.552, 0.233, 0.230, 0.233, 0.231, 0.232, 0.238

---

No. 3
This record from the Open Molecules 2025 dataset describes a 2-piece molecular cluster, C25H37BN3O7P2SSi overall at a distorted geometry. The level of theory is ωB97M-V/def2-TZVPD.

Atoms and positions in Å:
C  -1.604  3.412  3.250
Si  -0.738  1.727  2.814
C  -1.535  1.140  1.178
C  1.171  1.929  2.761
C  1.931  0.857  1.799
C  2.002  -0.623  2.413
C  3.447  -1.320  2.352
C  4.234  -1.180  0.955
C  4.026  -2.437  -0.056
C  3.343  -1.999  -1.476
C  1.787  -1.758  -1.176
C  0.938  -1.226  -2.416
C  1.196  0.234  -2.984
P  2.537  1.322  -2.218
S  4.165  1.369  -3.294
C  0.334  0.799  -4.180
C  0.547  2.295  -4.737
O  0.896  2.336  -6.154
O  0.344  3.511  -6.611
C  -0.750  -0.168  -4.749
B  -1.713  0.350  -5.971
N  -1.799  -0.342  -7.309
O  -2.498  1.555  -5.674
C  -1.003  -1.631  -4.199
N  -2.030  -2.387  -4.845
C  -2.209  -3.689  -4.243
C  -1.350  -4.196  -3.079
N  -0.274  -3.492  -2.426
C  -0.159  -2.187  -3.021
C  -1.128  0.546  4.284
C  -1.032  1.188  5.721
C  -1.301  0.284  6.944
C  -1.698  -1.217  6.737
C  -1.781  -1.827  5.306
C  -1.517  -0.948  4.061
H  -1.343  4.245  2.509
H  -1.387  3.672  4.344
H  -2.743  3.251  3.170
H  -2.393  0.421  1.470
H  -0.823  0.659  0.427
H  -2.059  2.037  0.677
H  1.371  2.960  2.266
H  1.643  1.931  3.802
H  2.968  1.300  1.545
H  1.349  0.888  0.800
H  1.291  -1.291  1.792
H  1.564  -0.624  3.484
H  4.142  -0.921  3.176
H  3.335  -2.453  2.565
H  4.065  -0.197  0.401
H  5.362  -1.200  1.222
H  5.042  -2.925  -0.316
H  3.418  -3.265  0.471
H  3.913  -1.079  -1.838
H  3.486  -2.897  -2.192
H  1.735  -0.937  -0.363
H  1.383  -2.707  -0.689
H  1.951  2.649  -2.140
H  2.761  0.913  -0.867
H  -0.438  2.854  -4.498
H  1.367  2.868  -4.177
H  -0.640  3.433  -6.630
H  -2.671  -0.906  -7.252
H  -2.022  0.409  -7.989
H  -2.787  1.505  -4.730
H  -3.026  -4.368  -4.653
H  -1.582  -5.256  -2.687
H  -0.760  2.282  5.893
H  -1.224  0.718  7.993
H  -1.899  -1.889  7.648
H  -2.053  -2.937  5.206
H  -1.575  -1.306  2.980
O  -6.979  1.487  3.180
P  -5.501  1.187  3.484
O  -4.640  1.591  2.275
O  -5.323  -0.315  3.759
O  -5.062  1.988  4.722

## Properties
DFT total energy, hartree: -3060.529688
Net charge: -3
HOMO energy, eV: 2.72
Kohn-Sham gap, eV: 1.5

The net atomic charges from Mulliken, expressed in e, are: -0.952, 0.128, -0.849, -0.946, 0.321, -0.066, -1.151, -0.049, -0.904, -0.167, 0.295, -0.115, 0.330, 0.249, -0.517, 0.132, -0.564, -0.167, -0.478, -0.185, 0.555, -0.647, -0.719, -0.121, -0.541, -0.444, -0.341, -0.546, 0.514, 0.688, -0.295, -0.496, -0.305, -0.608, 0.038, 0.284, 0.201, 0.235, 0.308, 0.215, 0.274, 0.329, 0.368, 0.407, -0.488, 0.119, 0.390, 0.259, 0.359, 0.032, 0.464, 0.310, 0.372, -0.101, 0.295, -1.249, 0.709, 0.090, 0.072, 0.225, 0.270, 0.356, 0.260, 0.222, 0.326, 0.277, 0.264, 0.058, 0.240, 0.251, 0.236, 0.283, -0.704, 0.885, -0.539, -0.610, -0.632